{"formula": "C4H14O2Si2", "method": "the ωB97M-V functional and the def2-TZVPD basis", "relative_energy_kcal_mol": 59.1, "orbital_gap_ev": 10.068, "homo_ev": -9.62, "e_lumo_ev": 0.450, "energy_ev": -24226.562, "elements": ["C", "C", "C", "C", "O", "O", "Si", "Si", "H", "H", "H", "H", "H", "H", "H", "H", "H", "H", "H", "H", "H", "H"], "positions_angstrom": [[2.1432, 0.4519, -2.2699], [-1.6837, -1.2758, 1.6617], [-1.0594, 1.4889, 0.3611], [-1.4359, -0.8706, -1.4994], [2.0327, 1.8965, 0.3521], [0.8209, -0.7094, 0.5392], [2.4941, 0.5506, -0.3976], [-0.7172, -0.4161, 0.2338], [2.1833, 1.4544, -2.7701], [2.7088, -0.1490, -2.9193], [1.1987, 0.0793, -2.3163], [-2.5362, -0.7356, 1.8673], [-2.0815, -2.2578, 1.4478], [-1.1626, -1.4923, 2.6261], [-1.9221, 1.8767, 0.9180], [-0.2957, 2.0643, 0.8131], [-1.1951, 1.9102, -0.7086], [-1.1773, -1.8836, -1.8705], [-2.5293, -0.8599, -1.6785], [-0.9068, -0.3017, -2.1490], [0.9810, 1.8390, 0.5167], [3.6075, -0.1527, -0.0179]], "atomic_forces_ev_per_a": [[1.93, 2.81, 1.09], [1.91, -1.29, -0.15], [-1.28, 0.00, -2.29], [-1.03, -2.82, 1.99], [-2.34, 0.03, 0.36], [3.47, 1.60, -2.04], [-4.69, -1.47, -0.70], [-1.93, -0.30, 1.05], [-0.29, -0.58, 0.71], [1.25, -1.15, -0.30], [-3.02, -0.84, -0.29], [-1.98, 1.55, 0.67], [0.01, -0.48, -0.71], [0.06, 0.76, -0.78], [-0.13, -0.62, -0.11], [0.75, 0.79, 0.72], [0.30, -0.53, 1.55], [0.11, 0.12, 0.72], [0.56, 0.67, 0.35], [1.11, 2.35, -2.34], [3.32, 0.20, -0.50], [1.87, -0.80, 0.99]], "lowdin_charge": [-0.154, -0.166, -0.158, -0.168, -0.216, -0.384, 0.729, 0.320, 0.062, 0.014, -0.046, -0.025, 0.012, 0.044, 0.039, -0.027, 0.072, 0.039, 0.044, -0.056, 0.061, -0.036]}